{
  "formula": "C4H12O2",
  "method": "wB97M-V/def2-TZVPD",
  "elements": ["C", "C", "O", "H", "H", "H", "H", "H", "H", "C", "C", "O", "H", "H", "H", "H", "H", "H"],
  "coordinates": [[2.28, 0.84, -0.57], [1.42, 2.07, -0.45], [0.70, 2.11, 0.76], [2.98, 0.77, 0.26], [2.84, 0.83, -1.51], [1.68, -0.07, -0.50], [0.72, 2.13, -1.30], [2.03, 2.97, -0.49], [0.00, 1.44, 0.71], [-2.14, -1.85, -0.32], [-1.04, -1.51, 0.67], [-1.12, -0.13, 1.09], [-3.12, -1.78, 0.15], [-2.02, -2.85, -0.71], [-2.13, -1.13, -1.14], [-0.06, -1.64, 0.21], [-1.10, -2.15, 1.55], [-1.94, -0.06, 1.59]],
  "mulliken_charge": [-0.685, -0.255, -0.516, 0.249, 0.332, 0.037, 0.246, 0.290, 0.326, -1.045, -0.166, -0.513, 0.318, 0.333, 0.277, 0.252, 0.250, 0.268],
  "e_above_lowest_kj_mol": 37.8,
  "lumo_ev": 0.8,
  "smiles": "CCO.CCO",
  "homo_lumo_gap_ha": 0.388,
  "total_charge": 0,
  "homo_ha": -0.358,
  "energy_ev": -8437.1227
}